Entry 1:
ORCA calculation (wB97M-V/def2-TZVPD) on an isolated molecule of CH5O3PS at a distorted geometry.

The geometry in ORCA input format:
```
! wB97M-V def2-TZVPD RIJCOSX def2/J DEFGRID3
* xyz 0 1
S 1.35892 -1.71529 0.57302
P 0.75532 0.15034 0.42587
O 1.40832 1.03557 -0.78523
O 0.91484 1.30261 1.55723
O -0.85177 0.23851 0.28618
C -1.37586 -0.78015 -0.52397
H -0.89144 -1.05836 -1.49979
H -2.29671 -0.35155 -0.86026
H -1.52739 -1.78390 -0.04074
H 2.34324 1.06270 -0.56173
H 0.16252 1.89951 1.42943
*
```

Computed properties:
- Highest occupied orbital energy: -0.34639 hartree
- Relative energy (zero: lowest compared OMol25 entry of this formula, charge and spin): 42.4 kJ/mol
- E_LUMO: 0.441 eV
- Energy: -27386.5667 eV
- SMILES string: COP(O)(O)=S
- F_max: 3.06 eV Å⁻¹
- Gap between HOMO and LUMO: 9.87 eV

***

Entry 2:
ORCA calculation (wB97M-V/def2-TZVPD) on a 2-piece molecular cluster, CH5O4P2 overall at a distorted geometry.

The geometry in ORCA input format:
```
! wB97M-V def2-TZVPD RIJCOSX def2/J DEFGRID3
* xyz -1 1
P -0.00483 0.84570 0.14824
P 1.43550 -0.52299 -0.90092
O 1.57098 -1.46691 0.38951
O 2.74162 0.45339 -0.51729
O 0.42098 0.55003 1.54397
O -0.15460 2.23635 -0.26870
C -2.26478 -0.44119 -0.11248
H 2.79137 1.35172 -0.92689
H -1.88307 -0.95528 -0.99602
H -3.14429 0.16117 -0.17988
H 1.03832 -1.07026 1.11253
H -2.54718 -1.14173 0.70794
*
```

Computed properties:
- Highest occupied orbital energy (alpha / beta): -0.13338 / -0.13336 hartree
- Relative energy (zero: lowest compared OMol25 entry of this formula, charge and spin): 175.5 kJ/mol
- E_LUMO (alpha / beta): 3.875 / 3.875 eV
- Energy: -27888.0035 eV
- F_max: 3.30 eV Å⁻¹
- Gap between HOMO and LUMO (alpha / beta): 7.51 / 7.50 eV

***

Entry 3:
ORCA calculation (wB97M-V/def2-TZVPD) on a 2-piece molecular cluster, CH5O4PS overall at a distorted geometry.

The geometry in ORCA input format:
```
! wB97M-V def2-TZVPD RIJCOSX def2/J DEFGRID3
* xyz 0 3
S 1.75209 -1.97542 0.89266
P 1.04081 -0.98099 -0.69525
O -0.33429 -1.45379 -1.18733
O -1.80975 0.39526 -0.36727
O -1.58190 0.67946 1.01189
O 2.03855 -1.09412 -1.90422
C -0.43479 1.42086 1.34908
H -1.14953 -0.51485 -0.73896
H 0.34078 1.11523 0.71909
H 1.36054 -1.17455 -2.66594
H -0.51196 1.07541 2.40609
H -0.71054 2.50750 1.18016
*
```

Computed properties:
- Highest occupied orbital energy (alpha / beta): -0.31532 / -0.31426 hartree
- Relative energy (zero: lowest compared OMol25 entry of this formula, charge and spin): 0.0 kJ/mol
- E_LUMO (alpha / beta): 0.284 / -4.436 eV
- Energy: -29426.5181 eV
- F_max: 3.97 eV Å⁻¹
- Gap between HOMO and LUMO (alpha / beta): 8.86 / 4.12 eV